Entry 1:
{"formula": "C10H17IN3O", "method": "ωB97M-V/def2-TZVPD", "species": ["C", "C", "C", "C", "C", "C", "C", "C", "C", "C", "N", "N", "N", "O", "I", "H", "H", "H", "H", "H", "H", "H", "H", "H", "H", "H", "H", "H", "H", "H", "H", "H"], "coordinates": [[3.037, -2.095, 0.255], [3.234, -1.833, -1.034], [-0.696, 0.009, 0.803], [0.256, 0.227, -0.180], [-1.974, 0.691, 0.689], [1.609, -0.401, -0.129], [-3.522, 3.335, 0.288], [1.861, -1.372, 2.365], [1.220, -1.978, -2.223], [-3.537, 2.127, -0.633], [-2.720, 0.542, 1.701], [2.004, -1.423, 0.805], [2.103, -1.016, -1.438], [-2.251, 1.366, -0.498], [3.198, 1.559, -0.132], [3.647, -2.736, 0.899], [3.886, -2.249, -1.755], [-0.459, -0.424, 1.722], [0.115, 0.718, -1.226], [-4.220, 4.090, 0.005], [-3.883, 3.001, 1.290], [-2.534, 3.826, 0.328], [2.548, -2.186, 2.615], [2.368, -0.508, 2.549], [0.904, -1.260, 2.802], [0.518, -2.348, -1.505], [0.696, -1.576, -3.038], [1.843, -2.666, -2.701], [-3.475, 2.436, -1.701], [-4.335, 1.402, -0.598], [-3.750, 0.895, 1.678], [2.310, -0.155, -2.004]], "orbital_gap_ev": [7.7, 7.7], "charge": 1, "smiles": "[H]/N=C(/C=C/[C@@]1(I)N(C)C=C[N@H+]1C)OCC", "total_energy_ha": -928.06528, "homo_ev": [-12.332, -12.333]}

---

Entry 2:
{"formula": "C5H7NO3", "method": "ωB97M-V/def2-TZVPD", "species": ["C", "C", "C", "C", "C", "H", "H", "H", "H", "H", "H", "H", "N", "O", "O", "O"], "coordinates": [[-2.765, -0.610, 0.009], [-0.452, -0.500, -0.011], [1.808, -0.212, 0.011], [-0.164, 0.843, 0.005], [-0.992, 2.111, -0.019], [-3.523, -1.403, -0.002], [-2.956, -0.016, -0.909], [-2.908, -0.030, 0.926], [0.992, -2.136, -0.081], [-0.742, 2.591, 0.946], [-0.699, 2.642, -0.939], [-2.072, 1.859, 0.057], [0.786, -1.146, -0.008], [-1.520, -1.252, 0.003], [3.005, -0.418, 0.009], [1.240, 1.011, -0.002]], "orbital_gap_ev": 8.6, "charge": 0, "smiles": "COc1[nH]c(=O)oc1C", "total_energy_ha": -475.18512, "homo_ev": -8.016}

---

Entry 3:
{"formula": "C29H22FIIrN7S2", "method": "ωB97M-V/def2-TZVPD", "species": ["Ir", "S", "N", "C", "C", "C", "C", "C", "N", "C", "C", "N", "C", "C", "C", "C", "C", "N", "H", "H", "H", "H", "H", "H", "I", "C", "C", "C", "C", "C", "N", "H", "H", "H", "H", "C", "C", "C", "C", "N", "C", "S", "N", "C", "H", "H", "H", "H", "H", "H", "H", "H", "F", "C", "C", "C", "C", "C", "C", "H", "H", "H", "H"], "coordinates": [[-0.285, 0.015, -0.224], [1.135, -6.959, -3.352], [0.552, -5.641, -4.060], [0.520, -4.691, -3.144], [0.097, -3.328, -3.343], [-0.353, -2.839, -4.574], [-0.685, -1.509, -4.683], [-0.575, -0.699, -3.554], [-0.185, -1.157, -2.377], [0.165, -2.449, -2.252], [0.623, -2.903, -0.946], [0.654, -2.011, 0.066], [1.086, -2.396, 1.261], [1.496, -3.695, 1.534], [1.468, -4.625, 0.520], [1.040, -4.228, -0.749], [0.998, -5.125, -1.875], [1.378, -6.390, -1.871], [-0.420, -3.518, -5.415], [-1.017, -1.086, -5.620], [-0.810, 0.357, -3.607], [1.114, -1.636, 2.031], [1.821, -3.961, 2.529], [1.768, -5.654, 0.670], [-1.784, 0.919, 1.969], [-3.117, -0.323, 0.907], [-4.460, -0.464, 1.185], [-5.194, -1.312, 0.365], [-4.553, -1.985, -0.665], [-3.199, -1.777, -0.860], [-2.492, -0.947, -0.090], [-4.910, 0.073, 2.007], [-6.256, -1.435, 0.530], [-5.097, -2.658, -1.312], [-2.656, -2.278, -1.653], [4.512, 3.541, 4.516], [3.141, 3.213, 4.047], [1.976, 3.696, 4.578], [0.763, 3.297, 4.004], [0.716, 2.438, 2.979], [1.842, 1.951, 2.464], [1.987, 0.878, 1.153], [3.035, 2.369, 2.995], [-0.533, 3.813, 4.522], [4.496, 4.204, 5.375], [5.076, 4.019, 3.712], [5.044, 2.625, 4.784], [1.986, 4.370, 5.421], [3.879, 2.006, 2.569], [-0.390, 4.570, 5.288], [-1.109, 2.985, 4.942], [-1.119, 4.227, 3.700], [-0.443, 5.136, -3.749], [-0.358, 4.033, -3.008], [0.884, 3.615, -2.558], [0.964, 2.464, -1.793], [-0.185, 1.743, -1.471], [-1.420, 2.171, -1.971], [-1.517, 3.330, -2.725], [1.768, 4.185, -2.811], [1.931, 2.140, -1.433], [-2.328, 1.608, -1.772], [-2.466, 3.686, -3.102]], "orbital_gap_ev": [7.1, 6.1], "charge": 2, "s2": 6.012, "total_energy_ha": -2799.32204, "homo_ev": [-12.666, -13.564], "spin_multiplicity": 5}